Below is 6 unconnected molecules or ions with the total composition C11H38N3O5 in a non-equilibrium geometry, with properties calculated with ωB97M-V/def2-TZVPD.

Computed properties:
Strongest force on any atom in hartree/bohr: 0.058
Net charge: +2
HOMO (spin up / spin down) in Eh: -0.532 / -0.532
Energy in a.u.: -981.56758
Spin multiplicity: 2
Orbital gap (spin up / spin down) in eV: 9.00 / 2.43

Bonds (Å) are listed after each position.
Positions of all 57 atoms, in Å:
1 N -0.02176 0.19825 0.14816  H2 1.010, H3 1.010, H4 1.010, H5 1.010
2 H 0.62026 0.01369 -0.60937  N1 1.010
3 H 0.08965 1.18322 0.34187  N1 1.010
4 H 0.31109 -0.35980 0.92140  N1 1.010
5 H -0.98853 -0.01713 -0.04948  N1 1.010
6 C 0.49990 0.62567 4.04974  O7 1.436, H8 1.090, H9 1.090, H10 1.090
7 O 0.65562 1.75461 4.92316  C6 1.436, H11 0.960
8 H 1.25095 -0.06301 4.43671  C6 1.090
9 H -0.48974 0.22113 4.26201  C6 1.090
10 H 0.60073 0.92954 3.00782  C6 1.090
11 H 1.35103 2.35638 4.64770  O7 0.960
12 C -2.97730 0.74345 -1.05719  O13 1.394, H14 1.090, H15 1.090, H16 1.090
13 O -2.67584 -0.35730 -0.25704  C12 1.394, H17 0.960
14 H -2.77800 1.71098 -0.59646  C12 1.090
15 H -2.48416 0.60947 -2.01998  C12 1.090
16 H -3.98913 0.74476 -1.46253  C12 1.090
17 H -3.45771 -0.90933 -0.33157  O13 0.960
18 C -0.33945 -3.46706 1.79205  O19 1.443, H20 1.090, H21 1.090, H22 1.090
19 O -0.86229 -2.12241 1.76138  C18 1.443, H23 0.960
20 H 0.71351 -3.45651 2.07360  C18 1.090
21 H -0.76992 -4.01065 2.63307  C18 1.090
22 H -0.45546 -4.10109 0.91305  C18 1.090
23 H -1.70831 -2.14073 2.21471  O19 0.960
24 C 1.33545 2.78541 -1.45536  C25 1.482, H30 1.090, H31 1.090, H32 1.090
25 C 1.81309 3.00074 -0.06905  C24 1.482, C26 1.502, N29 1.467, H33 1.090
26 C 0.75109 3.54704 0.84194  C25 1.502, O27 1.404, H34 1.090, H35 1.090
27 O -0.30983 2.65064 1.04909  C26 1.404, C28 1.417
28 C -1.45171 3.09493 1.76069  O27 1.417, H36 1.090, H37 1.090, H38 1.090
29 N 2.29913 1.68964 0.37307  C25 1.467, H39 1.010, H40 1.010
30 H 0.42061 2.19366 -1.48687  C24 1.090
31 H 2.08792 2.41158 -2.14972  C24 1.090
32 H 0.99767 3.75485 -1.82171  C24 1.090
33 H 2.64020 3.71047 -0.05263  C25 1.090
34 H 0.36086 4.47365 0.42096  C26 1.090
35 H 1.21362 3.96780 1.73476  C26 1.090
36 H -1.49616 3.66095 2.69115  C28 1.090
37 H -1.87361 2.19464 2.20742  C28 1.090
38 H -2.22426 3.48041 1.09535  C28 1.090
39 H 2.86081 2.13246 1.08619  N29 1.010
40 H 3.01034 1.42070 -0.29172  N29 1.010
41 C 2.28379 -2.71222 -1.20078  C42 1.584, H47 1.090, H48 1.090, H49 1.090
42 C 1.37981 -2.12192 -2.35917  C41 1.584, C43 1.609, N46 1.481, H50 1.090
43 C -0.09480 -2.74642 -2.19805  C42 1.609, O44 1.450, H51 1.090, H52 1.090
44 O -1.04282 -2.23457 -3.16844  C43 1.450, C45 1.439
45 C -2.32618 -2.84984 -2.95494  O44 1.439, H53 1.090, H54 1.090, H55 1.090
46 N 1.29754 -0.65729 -2.15552  C42 1.481, H56 1.010, H57 1.010
47 H 3.23117 -2.18429 -1.30967  C41 1.090
48 H 2.42150 -3.73643 -1.54739  C41 1.090
49 H 1.86841 -2.62342 -0.19695  C41 1.090
50 H 1.74297 -2.38187 -3.35347  C42 1.090
51 H -0.47456 -2.55559 -1.19433  C43 1.090
52 H -0.05577 -3.82681 -2.33717  C43 1.090
53 H -2.13893 -3.92015 -3.04136  C45 1.090
54 H -3.11688 -2.34365 -3.50871  C45 1.090
55 H -2.62241 -2.65608 -1.92401  C45 1.090
56 H 0.84029 -0.27541 -2.97112  N46 1.010
57 H 2.27647 -0.42956 -2.25512  N46 1.010

Löwdin atomic charge list, values in e, 8 entries: atom 1 (N): 0.2799, atom 2 (H): 0.0379, atom 3 (H): 0.0391, atom 4 (H): 0.1038, atom 5 (H): 0.0551, atom 6 (C): -0.1437, atom 7 (O): -0.1236, atom 8 (H): 0.0840